## A
16
Properties=species:S:1:pos:R:3:nbo_charge:R:1 method="wB97M-V/def2-TZVPD" charge=-1 homo_ev=-4.63 gap_ha=0.3146
C -0.9185 -0.3449 -3.3082 -0.747
C -0.4705 0.2730 -1.9164 0.779
O -1.3237 -0.0553 -1.0480 -0.804
O 0.5944 0.9095 -1.8662 -0.783
H -1.3718 -1.3102 -3.0370 0.207
H -0.0661 -0.4416 -3.9516 0.188
H -1.6015 0.3256 -3.8518 0.195
C 0.0049 -0.0649 3.0972 -0.722
C 1.1204 -0.0369 2.0277 0.664
O 2.2061 -0.4104 2.5093 -0.703
N 0.9045 0.3918 0.8061 -0.808
H 1.5432 0.1332 0.0583 0.418
H 0.0357 0.6817 0.3530 0.448
H -0.2755 0.9150 3.4497 0.208
H 0.5439 -0.4879 3.9818 0.236
H -0.9256 -0.4775 2.6961 0.223

## B
16
Properties=species:S:1:pos:R:3:nbo_charge:R:1 method="wB97M-V/def2-TZVPD" charge=-1 homo_ev=-4.21 gap_ha=0.2895
C -1.6754 -0.3010 0.6024 -0.767
C -1.9224 0.0520 2.0044 0.670
O -2.6940 -0.5259 2.7741 -0.651
N -0.9925 0.8575 2.6213 -0.829
H -2.5768 -0.3185 -0.0098 0.225
H -1.0368 -1.1664 0.3940 0.292
H -0.9362 0.8745 3.6181 0.383
H -0.2280 1.3559 2.1964 0.395
H -0.9307 0.3796 0.1349 0.272
C 2.7444 -0.2061 -2.9334 -0.739
C 1.6472 -0.0456 -1.8326 0.765
O 1.1843 1.0930 -1.6150 -0.795
O 1.2838 -1.1513 -1.3582 -0.802
H 2.3669 0.0957 -3.9122 0.197
H 3.1913 -1.1988 -2.9233 0.197
H 3.5623 0.5031 -2.7193 0.187

The energetic minimum among the shown structures is A; the next structure lies 0.275 eV above.